A single C21H30N4OS molecule. Source: the Open Molecules 2025 dataset; level of theory: wB97M-V/def2-TZVPD.

Output
Max |F|   0.798 eV Å⁻¹
Gap between HOMO and LUMO   8.442 eV
SMILES string   CSC[C@H](C)N1CCC(n2nccc2NC(=O)CCc2ccccc2)CC1
ΔE to the lowest compared entry with this formula, charge and spin   76.0 kJ/mol

```
! wB97M-V def2-TZVPD RIJCOSX def2/J DEFGRID3
* xyz 0 1
S -4.671 0.777 4.765
O 4.296 -2.120 -0.645
N 2.236 -1.220 -0.307
N 1.054 -1.580 3.008
N 0.944 -1.228 1.721
N -2.880 0.448 1.973
C -1.474 -1.510 1.640
C 4.544 0.718 -4.872
C 2.090 -1.500 1.043
C 3.198 -1.056 -2.503
C 3.473 0.912 -4.009
C -2.781 -0.814 1.268
C 3.308 1.712 -6.671
C 4.463 1.115 -6.194
C 2.319 1.509 -4.497
C -0.467 0.752 1.923
C -1.824 1.344 1.551
C -4.924 1.103 0.656
C 2.262 -2.083 3.151
C 2.236 1.909 -5.819
C -5.092 0.345 3.046
C 3.326 -1.542 -1.071
C -0.285 -0.621 1.271
C 2.971 -2.063 1.945
C -3.221 -0.282 5.021
C -4.207 1.048 2.014
C 3.553 0.440 -2.584
H -3.619 -1.452 1.549
H 1.470 -0.740 -0.757
H -1.852 1.532 0.461
H -6.125 0.669 2.924
H -5.049 -0.739 2.958
H 5.304 0.960 -6.855
H 1.478 1.670 -3.836
H 1.333 2.376 -6.184
H -5.222 0.109 0.331
H 4.565 0.578 -2.199
H 2.587 -2.442 4.107
H 3.245 2.024 -7.703
H -4.067 2.077 2.365
H -3.526 -1.324 4.984
H 2.186 -1.219 -2.881
H -1.950 2.301 2.062
H 5.447 0.254 -4.502
H -1.401 -2.468 1.122
H -2.811 -0.673 0.171
H -0.248 -0.507 0.180
H -4.272 1.539 -0.098
H 3.964 -2.402 1.743
H -5.815 1.721 0.734
H -2.829 -0.044 6.004
H -0.404 0.622 3.003
H -2.491 -0.062 4.251
H 3.896 -1.624 -3.118
H 0.331 1.429 1.610
H 2.869 1.018 -1.959
H -1.437 -1.694 2.713
*
```